No. 1
Density functional theory data (wB97M-V/def2-TZVPD) for an isolated molecule of C5H8ClN at a distorted geometry.

Positions of all 15 atoms, in Å:
C 2.2326 -1.8085 0.1596
C 1.2481 -0.7045 0.1465
C 0.0353 -0.8261 -0.4162
C -0.9983 0.2050 -0.3506
Cl -2.5550 -0.3393 -0.8356
N -0.6927 1.3378 0.1172
C -1.7388 2.3246 0.2123
H 1.8793 -2.6411 -0.3459
H 2.5340 -2.0143 1.2265
H 3.1721 -1.4862 -0.3275
H 1.3150 0.0900 0.7535
H -0.3127 -1.8039 -0.9152
H -2.7242 2.0677 -0.3512
H -2.0595 2.4591 1.1700
H -1.3352 3.1396 -0.2435

Atoms 1-6, force components in eV/Å:
1.9 2.0 1.6
-2.2 -3.1 -1.8
-0.1 -2.4 -1.1
1.9 0.5 1.0
-0.8 -0.2 -0.3
-1.4 -0.7 -0.4

The calculation puts the orbital gap at 9.9 eV. As for the largest force on an atom: 0.082 hartree/bohr. The SMILES is C/C=C/C(Cl)=N/C. The value obtained for the highest occupied orbital energy is -0.339 Eh. As for the multiplicity: 1. The calculation puts the molecular weight at 117.58 g/mol. The LUMO energy is 0.71 eV.


No. 2
Density functional theory data (wB97M-V/def2-TZVPD) for an isolated molecule of C5H8ClN at a distorted geometry.

Positions of all 15 atoms, in Å:
C -0.6594 0.5235 -0.0593
C 0.8257 -1.4802 -0.6544
C 0.7886 -1.4414 0.7746
C 0.7144 -0.1543 -0.0098
C -0.7517 2.0160 0.0245
N -1.5549 -0.2555 -0.3645
Cl 2.2290 0.7431 -0.0245
H 1.6914 -1.8307 -1.0348
H -0.1665 -1.8840 -1.2356
H -0.1519 -1.7669 1.2690
H 1.7186 -1.7805 1.3452
H 0.0159 2.6162 -0.5492
H -0.3642 2.2495 1.0768
H -1.7563 2.3931 -0.0113
H -2.5786 0.0520 -0.5467

Atoms 1-6, force components in eV/Å:
11.9 9.3 3.2
-5.2 -2.1 -2.4
-0.2 -2.0 3.3
-1.0 1.7 -0.2
2.3 -0.1 1.8
-13.0 -9.2 -3.8

The calculation puts the orbital gap (spin up / spin down) at 6.2 / 6.4 eV. As for the largest force on an atom: 0.319 hartree/bohr. The value obtained for the highest occupied orbital energy (spin up / spin down) is -0.191 / -0.354 Eh. As for the multiplicity: 3. The calculation puts the molecular weight at 117.58 g/mol. The LUMO energy (spin up / spin down) is 1.03 / -3.26 eV.


No. 3
Density functional theory data (wB97M-V/def2-TZVPD) for an isolated molecule of C5H8ClN3O at a distorted geometry.

Positions of all 18 atoms, in Å:
C 1.4423 0.9155 0.6683
C 0.1244 0.0601 0.6521
C -1.0748 0.6696 1.2828
N 0.5314 -1.2020 1.1952
Cl -0.6634 -2.4330 1.3894
C -0.0395 -0.2807 -0.9607
N -1.0984 0.0729 -1.6721
C -0.7305 -0.3042 -2.9100
O 0.4160 -0.8531 -2.9593
N 0.8718 -0.9831 -1.6872
H 1.9932 0.4381 -0.0181
H 1.1030 1.8966 0.5003
H 1.8333 0.7357 1.6486
H -1.3373 1.6684 0.9512
H -0.9338 0.7648 2.3155
H -1.9327 -0.0114 1.2531
H 0.8183 -1.0559 2.1559
H -1.3233 -0.0984 -3.8050

Atoms 1-6, force components in eV/Å:
-3.7 -0.9 2.7
0.8 -0.8 -3.8
-1.2 -0.2 -0.7
0.8 -0.8 1.1
-0.4 0.0 -0.3
1.2 -1.5 1.6

The calculation puts the orbital gap at 10.3 eV. As for the largest force on an atom: 0.091 hartree/bohr. The SMILES is CC(C)(NCl)c1ncon1. The value obtained for the highest occupied orbital energy is -0.348 Eh. As for the multiplicity: 1. The calculation puts the molecular weight at 161.59 g/mol. The LUMO energy is 0.87 eV.


Calculated energy above the lowest of the compared OMol25 structures with the same formula, charge and spin in order - 124.87; 210.46; 92.01 kJ/mol